# C84H194N6O16

A 16-piece molecular cluster, C84H194N6O16 overall in a non-equilibrium geometry (ωB97M-V/def2-TZVPD, the OMol25 dataset).

Element x y z (Å)
C 2.792 -6.042 -5.141
C 4.124 -5.707 -5.953
C 5.258 -5.248 -4.946
C 6.122 -6.354 -4.340
C 6.693 -7.342 -5.379
C 5.498 -7.837 -6.316
N 4.712 -6.737 -6.823
O 3.855 -7.158 -7.900
C 6.231 -8.538 -7.440
C 4.599 -8.798 -5.540
C 3.911 -4.478 -6.928
H 3.073 -6.564 -4.226
H 2.137 -6.626 -5.787
H 2.351 -5.098 -4.821
H 5.881 -4.470 -5.386
H 4.844 -4.732 -4.079
H 5.476 -6.876 -3.634
H 6.929 -6.010 -3.692
H 7.038 -8.118 -4.696
H 7.503 -6.875 -5.940
H 6.952 -7.973 -8.031
H 6.744 -9.388 -6.990
H 5.611 -8.993 -8.212
H 4.486 -8.688 -4.462
H 3.628 -8.840 -6.035
H 5.075 -9.778 -5.520
H 3.606 -3.612 -6.341
H 3.178 -4.656 -7.714
H 4.783 -4.267 -7.548
H 4.230 -6.713 -8.663
C 12.830 -10.824 -4.013
C 11.611 -11.528 -4.691
C 10.415 -10.549 -4.920
C 10.582 -9.625 -6.131
C 10.908 -10.406 -7.400
C 12.198 -11.274 -7.269
N 12.016 -12.094 -5.997
O 12.898 -13.169 -5.882
C 12.155 -12.361 -8.452
C 13.472 -10.468 -7.210
C 11.121 -12.624 -3.758
H 12.687 -10.728 -2.937
H 12.847 -9.808 -4.406
H 13.740 -11.361 -4.283
H 9.435 -11.026 -4.941
H 10.422 -9.809 -4.120
H 11.409 -8.929 -5.996
H 9.709 -8.974 -6.159
H 11.101 -9.592 -8.099
H 10.009 -10.948 -7.696
H 13.066 -12.959 -8.459
H 11.347 -13.072 -8.276
H 11.928 -12.037 -9.468
H 14.237 -11.242 -7.137
H 13.648 -9.920 -8.135
H 13.557 -9.785 -6.365
H 10.305 -13.255 -4.111
H 10.931 -12.353 -2.719
H 11.970 -13.291 -3.612
H 12.349 -13.893 -6.193
C 3.976 -11.833 -8.437
C 2.647 -12.243 -7.700
C 2.940 -13.474 -6.798
C 1.985 -13.852 -5.636
C 1.716 -12.632 -4.770
C 1.306 -11.445 -5.690
N 2.240 -11.125 -6.843
O 1.955 -9.949 -7.602
C -0.094 -11.771 -6.178
C 1.369 -10.125 -4.752
C 1.612 -12.694 -8.791
H 4.847 -11.805 -7.782
H 4.022 -10.961 -9.090
H 4.331 -12.598 -9.128
H 3.037 -14.416 -7.337
H 3.940 -13.300 -6.401
H 2.484 -14.716 -5.197
H 1.022 -14.104 -6.080
H 2.693 -12.295 -4.424
H 1.093 -12.798 -3.891
H -0.322 -12.637 -6.800
H -0.754 -11.976 -5.335
H -0.507 -10.926 -6.729
H 0.687 -10.126 -3.902
H 2.343 -9.950 -4.296
H 0.968 -9.207 -5.181
H 2.141 -13.272 -9.548
H 1.506 -11.813 -9.424
H 0.608 -13.002 -8.498
H 2.720 -9.426 -7.352
C 2.654 -11.065 -0.302
C 2.249 -11.731 1.031
C 0.699 -11.707 1.197
C -0.072 -12.617 0.317
C 0.508 -13.995 0.520
C 2.063 -14.224 0.370
N 2.721 -13.103 1.056
O 4.106 -13.103 1.120
C 2.231 -15.510 1.125
C 2.275 -14.457 -1.158
C 2.725 -10.973 2.230
H 3.724 -11.153 -0.485
H 2.431 -10.000 -0.238
H 2.176 -11.336 -1.244
H 0.533 -12.061 2.215
H 0.223 -10.726 1.198
H 0.127 -12.245 -0.688
H -1.109 -12.447 0.606
H 0.051 -14.479 -0.343
H 0.201 -14.307 1.518
H 1.472 -16.196 0.750
H 3.237 -15.880 0.927
H 2.018 -15.402 2.189
H 1.765 -15.306 -1.615
H 1.965 -13.548 -1.672
H 3.331 -14.585 -1.397
H 2.758 -11.481 3.194
H 2.313 -9.983 2.426
H 3.786 -10.751 2.115
H 4.370 -12.990 0.204
C 11.555 -19.412 5.692
C 11.642 -18.456 4.552
C 10.613 -17.277 4.684
C 11.213 -16.276 5.693
C 12.627 -15.858 5.389
C 13.698 -16.990 5.241
N 13.062 -18.030 4.301
O 13.903 -19.186 4.170
C 14.944 -16.427 4.518
C 14.205 -17.465 6.670
C 11.114 -19.248 3.302
H 12.327 -20.180 5.733
H 10.588 -19.790 6.025
H 11.879 -18.810 6.542
H 10.508 -16.805 3.707
H 9.702 -17.696 5.111
H 11.008 -16.469 6.746
H 10.546 -15.426 5.549
H 12.814 -15.215 6.249
H 12.681 -15.156 4.557
H 15.418 -15.617 5.072
H 15.613 -17.206 4.153
H 14.453 -16.044 3.624
H 14.925 -18.283 6.654
H 14.763 -16.617 7.067
H 13.386 -17.500 7.388
H 10.079 -19.580 3.373
H 11.740 -20.074 2.964
H 11.200 -18.570 2.453
H 13.687 -19.423 3.266
C 11.253 -6.808 -2.886
C 11.072 -5.316 -2.783
C 10.653 -4.826 -4.147
C 10.420 -3.293 -4.149
C 9.388 -2.902 -3.095
C 9.554 -3.574 -1.693
N 10.062 -4.933 -1.803
O 10.242 -5.448 -0.577
C 10.462 -2.578 -0.847
C 8.176 -3.659 -1.082
C 12.509 -4.727 -2.413
H 11.836 -7.156 -3.740
H 10.235 -7.197 -2.904
H 11.790 -7.152 -2.002
H 11.086 -5.312 -5.021
H 9.646 -5.179 -4.371
H 9.995 -2.947 -5.092
H 11.397 -2.811 -4.114
H 8.384 -2.982 -3.514
H 9.412 -1.821 -2.961
H 10.695 -3.090 0.086
H 11.341 -2.069 -1.242
H 9.894 -1.655 -0.731
H 8.209 -3.971 -0.038
H 7.732 -2.665 -1.019
H 7.509 -4.309 -1.649
H 12.853 -5.244 -1.517
H 12.419 -3.647 -2.302
H 13.228 -4.907 -3.212
H 9.520 -6.074 -0.674
C 8.447 -16.758 -7.741
C 8.537 -15.366 -7.092
C 7.390 -14.335 -7.254
O 8.526 -15.635 -5.735
H 8.269 -16.664 -8.812
H 7.647 -17.436 -7.443
H 9.367 -17.283 -7.485
H 9.457 -14.819 -7.294
H 7.483 -13.843 -8.222
H 7.341 -13.594 -6.456
H 6.355 -14.676 -7.234
H 7.640 -15.895 -5.473
C 11.687 -17.937 -5.944
C 11.986 -16.703 -5.029
C 13.494 -16.301 -5.028
O 11.320 -15.549 -5.613
H 11.786 -17.840 -7.025
H 10.713 -18.414 -5.836
H 12.392 -18.718 -5.657
H 11.708 -16.853 -3.986
H 13.581 -15.528 -4.264
H 13.731 -15.967 -6.038
H 14.110 -17.183 -4.854
H 10.378 -15.519 -5.428
C 10.227 -10.404 3.699
C 11.312 -11.466 3.472
C 12.269 -11.626 4.745
O 10.792 -12.716 3.168
H 10.679 -9.412 3.707
H 9.570 -10.498 4.564
H 9.456 -10.349 2.930
H 11.889 -11.240 2.575
H 12.328 -12.689 4.980
H 11.810 -11.208 5.641
H 13.216 -11.096 4.643
H 11.514 -13.338 3.281
C 8.073 -13.890 -0.425
C 6.972 -12.955 -1.039
C 7.549 -12.058 -2.053
O 5.921 -13.745 -1.555
H 8.971 -13.319 -0.189
H 8.449 -14.517 -1.234
H 7.664 -14.443 0.421
H 6.545 -12.374 -0.223
H 8.088 -12.617 -2.818
H 8.283 -11.406 -1.578
H 6.787 -11.463 -2.556
H 6.087 -14.205 -2.381
C 4.458 -16.959 -4.847
C 5.375 -16.413 -3.603
C 4.992 -16.831 -2.218
O 6.605 -16.814 -3.857
H 3.374 -16.875 -4.775
H 4.604 -17.945 -5.289
H 4.614 -16.352 -5.738
H 5.324 -15.328 -3.698
H 5.523 -16.392 -1.373
H 5.217 -17.874 -1.999
H 3.930 -16.648 -2.049
H 6.524 -17.768 -3.933
C 5.509 -13.158 4.471
C 6.431 -13.911 3.431
C 7.664 -14.554 4.031
O 5.578 -14.870 2.960
H 5.020 -13.778 5.222
H 4.629 -12.767 3.960
H 6.012 -12.378 5.043
H 6.778 -13.225 2.658
H 8.396 -13.758 3.897
H 8.067 -15.324 3.372
H 7.518 -14.879 5.061
H 4.797 -14.499 2.542
C 7.038 -9.284 0.783
C 8.333 -8.485 0.744
C 9.548 -9.138 0.149
O 8.250 -7.337 -0.028
H 7.387 -10.167 1.319
H 6.552 -9.524 -0.163
H 6.326 -8.879 1.502
H 8.520 -8.151 1.765
H 9.445 -10.216 0.275
H 10.452 -8.860 0.691
H 9.841 -8.862 -0.864
H 7.621 -7.487 -0.738
C 7.283 -18.831 6.748
C 6.346 -17.794 6.094
C 5.950 -16.606 6.939
O 6.813 -17.320 4.840
H 6.907 -19.273 7.670
H 8.242 -18.382 7.005
H 7.318 -19.723 6.121
H 5.478 -18.437 5.947
H 4.996 -16.764 7.442
H 5.675 -15.629 6.540
H 6.672 -16.426 7.734
H 6.135 -16.776 4.434
C 9.185 -18.781 -2.810
C 9.030 -19.763 -4.052
C 8.228 -21.069 -3.696
O 8.271 -19.019 -4.989
H 8.245 -18.587 -2.293
H 9.684 -17.867 -3.134
H 9.885 -19.080 -2.031
H 9.963 -20.090 -4.512
H 7.232 -20.956 -3.269
H 8.702 -21.467 -2.798
H 8.251 -21.713 -4.575
H 8.773 -18.240 -5.237
C 11.695 -15.356 0.671
C 12.930 -14.570 0.713
C 12.817 -13.275 0.031
O 13.350 -14.345 1.992
H 11.746 -16.161 1.404
H 11.483 -15.760 -0.319
H 10.823 -14.738 0.884
H 13.577 -15.253 0.164
H 13.831 -12.888 -0.074
H 12.280 -12.505 0.584
H 12.358 -13.243 -0.957
H 13.136 -15.115 2.524

Cartesian forces (eV/Å) of the 2 atoms listed first:
1.7 0.2 -0.9
0.4 1.2 -0.3

Computed properties:
Kohn-Sham gap: 0.295 hartree
electronic energy: -4848.68849 hartree
highest occupied orbital energy: -7.72 eV
energy relative to the best compared isomer or geometry (same formula, charge and spin): 10.55 kcal/mol
charge: 0